# 1
Computed, not measured: an isolated molecule of C6H12O, with ωB97M-V with the def2-TZVPD basis set.

Structure (XYZ):
```
19
Properties=species:S:1:pos:R:3:forces:R:3
C 2.552 -0.358 0.034 0.08 -0.04 0.07
C 1.504 0.565 -0.575 0.00 0.02 -0.04
C 0.147 0.449 0.119 0.07 0.28 -0.09
C -1.044 0.867 -0.740 0.02 0.06 -0.05
C -2.188 0.089 -0.095 -0.08 0.06 0.01
C -1.494 -1.212 0.307 -0.26 -0.14 0.00
O -0.121 -0.901 0.491 0.17 -0.13 -0.02
H 2.668 -0.175 1.106 0.01 0.01 -0.07
H 2.241 -1.397 -0.086 0.09 0.08 0.03
H 3.530 -0.229 -0.440 -0.12 0.03 0.03
H 1.829 1.613 -0.509 -0.08 -0.19 -0.04
H 1.396 0.337 -1.645 -0.04 -0.02 0.17
H 0.170 1.057 1.040 0.00 -0.06 -0.07
H -1.189 1.950 -0.750 -0.03 -0.12 0.01
H -0.886 0.531 -1.773 -0.01 0.04 0.15
H -3.037 -0.077 -0.763 0.08 0.02 0.07
H -2.552 0.615 0.794 0.03 -0.05 -0.10
H -1.906 -1.633 1.231 0.11 0.06 -0.07
H -1.573 -1.982 -0.471 -0.05 0.11 0.00
```
Forces are in eV/Å.

orbital gap = 10.5795 eV
DFT total energy = -311.0427 Ha
HOMO energy = -9.43 eV
molar mass = 100.2 g/mol
SMILES string = CC[C@H]1CCCO1
ΔE to the lowest compared entry with this formula, charge and spin = 10.39 kcal/mol

# 2
Computed, not measured: an isolated molecule of C6H12O at a distorted geometry, with ωB97M-V with the def2-TZVPD basis set.

Structure (XYZ):
```
19
Properties=species:S:1:pos:R:3:forces:R:3
C 1.703 -0.022 -1.329 0.00 0.33 -0.06
C 1.127 0.016 0.073 0.12 0.40 0.20
O 1.038 1.469 0.374 0.02 -0.42 0.56
C -0.374 1.433 0.157 -0.41 0.08 0.15
C -0.400 -0.093 0.289 -0.17 -0.07 0.05
C -0.675 -0.483 1.735 -0.06 -0.04 0.09
C -1.279 -0.854 -0.685 0.01 -0.03 -0.03
H 1.797 1.068 -1.374 0.62 -0.26 -1.29
H 2.682 -0.502 -1.420 -0.24 0.04 0.09
H 1.034 -0.374 -2.120 0.12 -0.05 0.24
H 1.750 -0.496 0.818 -0.17 0.10 -0.14
H -0.683 1.798 -0.838 0.26 -0.04 0.17
H -0.909 1.994 0.928 -0.08 0.02 -0.06
H -0.028 0.094 2.407 -0.13 -0.11 -0.08
H -0.485 -1.549 1.901 -0.03 0.11 -0.02
H -1.718 -0.270 1.995 0.08 -0.08 0.02
H -1.180 -1.938 -0.554 0.00 0.12 -0.03
H -1.058 -0.611 -1.729 -0.03 -0.02 0.18
H -2.327 -0.589 -0.500 0.12 -0.09 -0.04
```
Forces are in eV/Å.

orbital gap = 10.6040 eV
DFT total energy = -311.0026 Ha
HOMO energy = -9.64 eV
molar mass = 100.2 g/mol
SMILES string = C[C@H]1OCC1(C)C
ΔE to the lowest compared entry with this formula, charge and spin = 35.56 kcal/mol

# 3
Computed, not measured: a cluster of 2 separate species, C6H12O in total at a distorted geometry, with ωB97M-V with the def2-TZVPD basis set.

Structure (XYZ):
```
19
Properties=species:S:1:pos:R:3:forces:R:3
C -0.138 2.491 0.554 -0.09 0.25 -0.03
O 0.139 1.162 0.963 -0.13 -0.13 -0.04
C -0.097 0.241 0.027 0.39 -0.02 -0.33
C -0.512 0.194 -1.247 0.39 0.26 -0.10
C -0.152 -1.278 -1.351 0.07 -0.21 -0.19
C 0.163 -1.220 0.182 0.14 0.02 0.07
C 1.561 -1.522 0.680 0.13 -0.09 -0.01
H -1.207 2.689 0.678 0.11 0.09 -0.09
H 0.149 2.643 -0.494 -0.01 -0.02 0.19
H 0.444 3.153 1.198 -0.14 -0.08 -0.08
H -0.909 0.927 -1.942 0.14 -0.14 0.03
H 0.755 -1.439 -1.944 -0.11 -0.15 0.04
H -0.916 -2.004 -1.658 0.03 0.20 0.07
H -0.603 -1.748 0.770 0.16 0.22 -0.11
H 1.842 -2.566 0.526 -0.01 0.05 0.05
H 2.275 -0.881 0.150 0.01 -0.17 0.08
H 1.628 -1.289 1.749 0.07 -0.08 -0.18
H -2.287 0.273 0.948 -0.48 -0.06 -0.17
H -2.135 0.173 0.212 -0.66 0.08 0.81
```
Forces are in eV/Å.

orbital gap = 9.4988 eV
DFT total energy = -310.9402 Ha
HOMO energy = -8.39 eV
molar mass = 100.2 g/mol
SMILES string = COC1=CC[C@H]1C.[H][H]
ΔE to the lowest compared entry with this formula, charge and spin = 74.74 kcal/mol

# 4
Computed, not measured: a cluster of 2 separate species, C6H12O in total at a distorted geometry, with ωB97M-V with the def2-TZVPD basis set.

Structure (XYZ):
```
19
Properties=species:S:1:pos:R:3:forces:R:3
C -1.513 1.108 2.490 -1.92 2.64 -2.38
C -1.597 1.205 1.142 2.71 -0.73 -1.82
C -1.494 -0.117 0.157 0.99 2.79 -0.62
C -0.092 -0.699 -0.260 -1.18 1.04 -1.22
C 0.193 -1.047 -1.555 -1.22 0.15 1.48
C 0.869 -0.947 0.861 0.12 1.93 1.45
H -1.114 0.216 2.835 -0.37 -1.69 1.50
H -1.998 1.952 3.054 1.59 -0.90 0.00
H -1.299 2.168 0.585 -1.84 -1.08 0.93
H -2.079 0.187 -0.837 0.84 -1.17 2.40
H -1.882 -0.894 0.816 -0.66 -0.24 -0.68
H 0.831 -1.903 -1.729 0.85 0.47 -0.15
H -0.391 -0.703 -2.425 -0.03 -0.35 0.74
H 1.776 -0.304 0.759 -0.61 -0.49 -0.19
H 1.173 -1.946 0.801 0.71 -1.63 0.29
H 0.524 -0.682 1.926 0.06 -0.68 -1.76
O 2.816 1.187 -3.087 -0.47 -4.11 1.53
H 2.118 1.039 -2.354 1.50 0.49 -1.68
H 3.160 0.181 -3.179 -1.09 3.57 0.18
```
Forces are in eV/Å.

orbital gap = 9.7966 eV
DFT total energy = -310.9145 Ha
HOMO energy = -9.00 eV
molar mass = 100.2 g/mol
SMILES string = C=CCC(=C)C.O
ΔE to the lowest compared entry with this formula, charge and spin = 90.86 kcal/mol

# 5
Computed, not measured: a structure of composition C6H12O, with ωB97M-V with the def2-TZVPD basis set.

Structure (XYZ):
```
19
Properties=species:S:1:pos:R:3:forces:R:3
C -0.992 -0.284 2.634 0.06 0.17 0.37
C -0.750 1.018 2.156 -0.01 -0.12 0.19
O -1.161 0.435 0.383 0.02 -0.21 0.08
C -0.640 0.588 -0.919 0.00 0.02 -0.31
C 0.813 0.205 -1.078 -0.02 0.13 0.11
C 1.259 -0.373 -2.392 0.04 0.05 -0.19
C 1.191 -1.244 -1.170 0.00 -0.18 0.11
H -1.948 -0.485 3.112 0.15 0.03 -0.08
H -1.120 -0.470 1.240 -0.01 0.25 -0.32
H -0.148 -0.865 2.996 -0.09 0.07 -0.10
H 0.267 1.378 2.019 -0.16 -0.08 -0.03
H -1.513 1.789 2.188 0.11 -0.13 -0.02
H -1.248 -0.026 -1.602 0.09 0.07 0.07
H -0.786 1.634 -1.223 0.03 -0.13 0.02
H 1.522 0.860 -0.572 -0.10 -0.12 -0.08
H 0.501 -0.518 -3.159 0.11 0.03 0.16
H 2.235 -0.099 -2.781 -0.15 -0.04 0.10
H 0.391 -1.979 -1.111 0.10 0.14 -0.02
H 2.125 -1.564 -0.718 -0.16 0.06 -0.07
```
Forces are in eV/Å.

orbital gap = 9.8368 eV
DFT total energy = -310.8913 Ha
HOMO energy = -8.75 eV
molar mass = 100.2 g/mol
ΔE to the lowest compared entry with this formula, charge and spin = 105.38 kcal/mol

# 6
Computed, not measured: a structure of composition C6H12O, with ωB97M-V with the def2-TZVPD basis set.

Structure (XYZ):
```
19
Properties=species:S:1:pos:R:3:forces:R:3
C 0.574 -1.670 -2.198 0.00 0.04 0.01
C 0.513 -1.351 -0.697 -0.02 -0.02 0.14
C 0.524 0.151 -0.387 0.00 0.01 0.01
C 0.746 0.624 1.045 0.28 0.19 -0.35
C 0.088 1.943 1.302 0.15 0.13 0.00
C -0.995 1.011 1.811 0.12 0.07 0.10
O -2.021 0.711 0.910 0.01 -0.09 -0.10
H -0.265 -1.221 -2.746 0.12 -0.02 0.14
H 1.500 -1.299 -2.656 -0.14 -0.01 0.14
H 0.536 -2.752 -2.376 0.00 0.21 0.09
H 1.354 -1.830 -0.184 -0.12 0.05 0.00
H -0.403 -1.796 -0.284 0.13 0.01 0.01
H -0.290 0.647 -0.939 0.03 -0.03 0.23
H 1.452 0.572 -0.819 -0.08 0.00 0.08
H -0.177 0.121 2.076 -0.82 -0.34 -0.36
H -0.218 2.581 0.471 0.05 -0.13 0.04
H 0.539 2.485 2.134 -0.11 0.17 -0.24
H -1.403 1.314 2.783 0.42 -0.38 -0.04
H -2.054 -0.241 0.753 -0.03 0.13 0.09
```
Forces are in eV/Å.

orbital gap = 8.9207 eV
DFT total energy = -310.8916 Ha
HOMO energy = -8.04 eV
molar mass = 100.2 g/mol
ΔE to the lowest compared entry with this formula, charge and spin = 105.23 kcal/mol